# 1
Here is 27 unconnected molecules or ions with the total composition C54H78F6N27O4S2 in a non-equilibrium geometry from the Open Molecules 2025 dataset. Energies are from the ωB97M-V functional and the def2-TZVPD basis.

Computed properties:
Kohn-Sham gap	0.399	Ha
E_HOMO	-9.01	eV
max |F|	3.58	eV/A
net charge	-1

```
171
Properties=species:S:1:pos:R:3:lowdin_charge:R:1
H -6.177 0.368 0.867 0.0558
C 8.241 0.931 4.561 -0.2876
H 7.175 1.074 1.128 0.0595
H -6.189 -3.162 4.604 0.0786
C -0.927 -5.484 -1.270 -0.0671
H 4.252 -0.731 1.411 0.0779
H -5.012 -6.002 -0.594 0.0423
S -1.076 0.270 -0.215 0.5921
C -3.338 -3.153 -4.796 -0.0763
H -5.792 3.355 4.564 0.0891
N -1.950 3.012 -5.080 0.1385
H -1.532 -5.535 -2.262 0.0888
N -3.965 4.833 2.707 0.1579
H -3.477 -3.668 -5.761 0.0993
N -5.195 -0.676 4.444 0.1559
H 2.137 -0.400 -3.437 0.0286
H 5.788 3.690 -0.432 0.0703
C -3.570 -4.079 -3.708 -0.2597
H -5.574 -4.848 4.107 0.0402
N -3.681 -7.348 2.011 0.1430
H -3.587 1.484 -4.019 0.0384
F -2.606 -0.791 -2.053 0.2091
N -3.937 -2.953 2.339 0.1814
H 5.815 -0.543 -1.240 0.0491
C 0.245 -3.333 1.559 -0.0782
C 0.229 -0.155 4.065 -0.0916
H -4.993 2.271 -4.641 0.0875
N 9.369 0.999 4.372 0.1272
N 1.267 -4.143 -1.594 0.1661
H -6.696 -4.087 3.116 0.0592
C 3.493 -1.210 2.065 -0.0413
H -4.142 -2.456 5.928 0.0279
H 3.083 2.050 -4.632 0.0366
H 0.765 7.209 -0.150 0.0531
H -5.070 -0.692 0.070 0.0603
C -4.240 -6.669 1.268 -0.2520
N 4.153 -0.692 4.501 0.1665
H 0.563 4.938 -5.663 0.0551
C 4.164 2.050 -4.766 -0.0503
C 1.929 -5.068 -6.856 -0.0879
H -3.918 -2.273 -4.697 -0.0020
C -4.783 4.064 2.925 -0.2337
H 1.329 -1.871 -2.767 0.0620
H -1.546 -5.037 -0.539 0.0495
H -0.312 -0.604 3.266 0.0073
H 6.191 -2.068 -1.779 0.0845
O 0.039 3.092 -1.512 -0.2929
N 7.296 -2.284 1.191 0.1399
H 2.849 1.736 4.200 0.0876
C 8.417 2.791 0.877 -0.2746
H -3.592 5.572 -0.647 0.1122
C -0.206 6.102 -1.571 -0.2573
C 2.108 1.860 -0.376 -0.6215
O -0.513 -0.340 0.932 -0.2753
C 0.121 4.685 -4.742 -0.0426
H -0.664 -6.497 -0.922 0.0977
H -3.135 -2.975 7.164 0.0779
C -6.861 -1.655 0.721 -0.2631
H -4.263 -4.779 0.385 0.0802
C 5.838 -1.622 -0.841 -0.0896
S 0.800 1.885 -1.733 0.6050
N -3.740 -4.887 -2.916 0.1350
C -1.557 -6.007 3.941 -0.0885
H -1.062 5.395 1.146 0.0908
H 2.184 -5.717 -6.075 0.0564
N -5.160 -0.748 -5.459 0.1346
N -1.135 6.059 -2.254 0.1561
N 4.186 6.065 -1.785 0.1284
H -5.655 2.165 3.385 0.0456
H -3.162 4.336 -1.879 0.0731
H 1.784 6.698 -1.510 0.0787
F 1.447 1.860 0.839 0.0628
H 4.811 -1.901 -0.640 0.0570
N 1.712 1.787 -7.988 0.1153
C 4.871 1.662 -3.541 -0.2599
H 6.677 1.455 5.827 0.0883
C -4.934 -5.692 0.416 -0.0710
H 1.347 5.504 -0.334 0.0577
H -0.786 -3.509 1.707 0.0493
N 1.465 -5.561 2.040 0.1399
N 5.355 1.235 -2.612 0.1603
H -2.030 5.923 2.612 0.0278
H 3.034 3.523 4.323 0.0591
H 5.843 5.149 0.653 0.0806
H 0.749 4.301 -3.960 0.0463
H 1.675 -5.693 -7.728 0.0867
H -2.724 3.946 -0.226 0.0438
H -3.294 -0.545 1.889 0.0322
C -4.946 0.184 -4.862 -0.2624
N -1.393 0.822 5.891 0.1401
C 2.963 2.731 3.652 -0.0537
C -4.623 3.620 -0.753 -0.2994
H -0.292 5.629 -4.288 0.0529
F 2.736 0.648 -0.342 0.0786
N 4.853 2.387 1.949 0.1873
H 0.849 -0.314 -5.798 0.0662
F -1.021 -2.038 -1.257 0.0895
H 6.327 1.430 4.097 0.0407
C -5.879 -3.864 3.808 -0.0687
C -1.097 3.773 -4.962 -0.2115
C 0.895 -4.566 1.969 -0.2932
H 2.618 -0.769 1.699 0.0409
C -1.183 6.163 1.971 -0.0845
H -0.831 -5.426 4.480 0.0679
H -1.276 7.093 1.435 0.0749
F -2.786 -1.592 -0.087 0.1064
H -6.546 -0.141 -0.702 0.0743
N 1.218 6.163 2.990 0.1227
C 0.580 0.728 -5.895 -0.0595
H 1.027 1.216 -5.058 0.0182
H -0.516 0.877 -5.952 0.0808
H 3.009 -1.506 -2.393 0.0832
C -6.130 -0.488 0.235 -0.0591
N -5.468 2.860 -0.793 0.1399
H 6.347 -0.008 5.027 0.0377
C 6.735 -1.923 0.275 -0.3004
C 0.134 6.214 2.571 -0.2948
H -2.289 -2.865 -4.721 0.0547
C -2.734 -5.805 4.756 -0.2872
C -3.238 -2.191 6.420 -0.0580
H -1.352 -7.046 3.887 0.0751
H 2.045 2.950 3.080 0.0813
H 4.585 1.545 -5.672 0.1063
N -7.520 -2.448 1.173 0.1465
C -4.409 -0.302 3.664 -0.2544
N -0.281 -3.815 -6.165 0.1343
C -3.368 0.143 2.717 -0.0483
H -5.211 1.453 -3.106 0.0573
H 0.764 0.682 3.632 0.0550
H 0.975 -0.927 4.438 0.1013
F 2.979 2.808 -0.357 0.1682
C 4.075 2.513 2.777 -0.2755
H 4.350 3.166 -4.809 0.1039
H 7.587 1.441 -0.557 0.0606
H 0.492 -3.117 0.534 0.0436
N 8.657 3.814 1.354 0.1251
C -2.140 -2.409 5.457 -0.2544
N -3.641 -5.620 5.465 0.1379
C -0.646 0.375 5.134 -0.2746
N 3.228 -2.986 -5.058 0.1471
C -4.804 -3.288 2.999 -0.3033
C -4.673 1.384 -4.062 -0.0735
H 6.904 5.125 -0.771 0.0669
H 0.458 -2.520 2.264 0.0570
C 5.971 4.796 -0.363 -0.0805
N 0.059 0.556 -1.305 -0.2814
H -2.446 0.065 3.234 0.0359
C 0.989 6.402 -0.766 -0.0510
C 1.176 1.249 -7.133 -0.2790
C 7.999 1.421 0.458 -0.0770
C -3.447 4.450 -0.821 -0.0916
C 6.847 0.930 4.893 -0.0862
C -5.861 3.225 3.490 -0.0383
H -6.808 3.469 3.037 0.0820
H -1.795 -5.554 3.004 0.0462
N -1.386 -2.647 4.631 0.1802
C 0.285 -4.749 -1.487 -0.2854
H -3.210 -1.195 6.848 0.0707
C 0.730 -4.297 -6.471 -0.2691
H 3.426 -2.273 1.960 0.0895
C 3.808 -0.825 3.420 -0.2656
C -1.958 -1.078 -0.995 -0.7197
O 1.521 1.710 -2.979 -0.3277
C 4.977 5.470 -1.211 -0.2735
H 2.723 -4.355 -7.076 0.0545
H -5.924 -5.478 0.745 0.0626
O -2.055 1.337 -0.028 -0.2881
C 2.766 -2.261 -4.295 -0.2570
C 2.250 -1.444 -3.208 -0.0704
H 8.731 0.699 0.706 0.0564
H -3.505 1.170 2.405 0.0754
```

# 2
Here is 13 unconnected molecules or ions with the total composition C54H78O18S2 in a non-equilibrium geometry from the Open Molecules 2025 dataset. Energies are from the ωB97M-V functional and the def2-TZVPD basis.

Computed properties:
Kohn-Sham gap	0.335	Ha
E_HOMO	-9.22	eV
max |F|	1.97	eV/A
net charge	0

```
152
Properties=species:S:1:pos:R:3:lowdin_charge:R:1
H 23.338 15.237 22.704 0.0958
C 20.062 16.552 20.644 -0.4715
H 15.104 12.806 19.120 0.1153
S 24.905 18.433 17.189 0.8471
H 24.457 21.458 16.545 0.0919
H 20.332 18.471 18.297 0.1165
C 24.030 23.621 16.535 -0.0556
C 14.996 11.879 21.101 -0.0722
H 21.561 20.309 23.352 0.0783
O 22.346 25.335 16.903 0.1306
C 22.488 16.519 15.336 -0.1066
H 20.157 17.484 25.479 0.0538
C 25.112 16.976 18.221 -0.2227
C 21.945 14.784 16.946 -0.0649
C 14.943 17.798 20.860 -0.1437
H 14.031 19.754 21.060 0.1272
C 18.029 15.516 17.681 -0.0989
H 21.877 16.524 14.435 0.1311
H 24.377 16.209 17.981 0.0393
C 23.188 22.613 20.761 -0.0967
C 21.346 22.074 22.203 -0.0751
H 18.264 13.312 15.166 0.1011
C 18.679 22.224 16.511 -0.1572
C 15.744 12.547 19.964 -0.1273
S 18.755 19.310 24.605 0.8495
C 17.964 16.691 15.588 -0.0754
H 19.450 22.911 16.159 0.1107
C 24.313 17.499 25.009 -0.1010
C 18.802 20.836 15.936 -0.0781
C 17.786 20.805 14.830 -0.4875
C 16.433 19.198 19.664 -0.4769
C 22.885 15.826 25.972 -0.0835
H 23.637 23.167 19.946 0.0945
H 24.837 21.254 20.799 0.0965
H 16.561 22.446 16.848 0.1239
H 18.268 15.428 13.834 0.1026
H 14.953 18.097 18.711 0.1393
O 17.025 21.926 14.856 0.0305
C 18.595 19.465 22.818 -0.2549
O 17.444 18.681 25.028 -0.5613
H 22.007 21.431 16.588 0.1166
C 16.794 15.296 26.177 -0.0663
H 18.101 17.652 17.482 0.0809
C 23.769 16.898 26.130 -0.0847
H 15.549 17.157 21.504 0.1076
H 18.126 13.377 17.596 0.0976
C 23.193 14.450 16.126 -0.5085
C 23.300 20.621 22.131 -0.0876
C 20.438 11.404 20.326 -0.1524
O 21.967 23.254 17.555 0.0069
H 24.123 23.495 15.455 0.1283
O 16.068 19.849 20.788 0.0053
C 18.212 14.288 15.631 -0.0889
H 19.632 10.141 22.774 0.1376
C 22.509 21.921 17.422 -0.1392
H 21.587 18.932 20.981 0.0869
C 16.271 13.817 20.683 -0.1326
C 23.429 15.745 23.659 -0.1201
C 18.056 16.699 16.966 -0.1094
H 23.933 17.358 27.095 0.1033
C 22.714 24.205 16.980 -0.5060
C 20.156 11.948 21.729 -0.1446
C 18.114 14.296 17.023 -0.0894
H 20.650 16.545 16.462 0.0961
H 17.268 23.723 15.791 0.1249
H 13.946 17.367 20.781 0.1165
C 18.199 15.379 26.736 -0.4717
O 17.483 9.759 20.890 0.1209
H 27.172 18.979 17.804 0.0617
H 20.566 12.199 19.592 0.1143
C 18.437 14.409 24.589 -0.1380
H 19.834 20.668 15.631 0.1175
H 19.715 19.415 19.675 0.1137
O 17.323 19.643 18.991 0.0948
C 21.524 16.827 20.475 -0.0494
C 19.919 17.920 24.507 -0.2425
H 23.940 19.804 22.433 0.0941
C 19.122 10.996 22.319 -0.0505
H 14.978 10.793 21.037 0.1272
C 26.202 19.480 17.861 -0.2494
H 24.679 17.262 22.886 0.0943
H 18.510 20.009 16.591 0.1100
H 14.061 12.327 21.455 0.1431
H 21.329 10.772 20.283 0.1257
H 16.574 11.959 19.576 0.1042
H 16.801 15.727 24.038 0.1056
H 16.208 14.549 26.712 0.1310
H 16.285 16.253 26.265 0.1206
C 18.502 10.369 21.062 -0.4639
H 19.562 19.715 22.387 0.0258
H 22.001 14.453 17.978 0.1132
O 16.489 13.348 22.015 -0.0076
C 22.062 20.961 22.644 -0.1075
H 18.380 13.325 24.503 0.1150
H 21.198 14.134 16.472 0.1251
C 20.171 18.471 19.377 -0.1482
H 22.392 21.335 18.328 0.1041
H 21.930 14.470 24.688 0.1010
H 20.865 18.262 24.081 0.0380
H 21.967 16.225 19.680 0.1140
C 24.187 16.879 23.773 -0.1203
H 24.904 24.174 16.866 0.1263
O 23.330 15.357 15.156 0.0192
C 15.843 12.195 22.304 -0.5147
H 21.068 12.057 22.314 0.1146
H 20.315 22.286 22.455 0.1056
H 24.925 18.389 25.101 0.1014
O 18.557 15.854 27.763 0.1317
H 23.157 17.364 15.497 0.0794
C 21.519 18.299 20.096 -0.1323
H 25.917 19.732 18.882 0.0518
H 22.335 18.629 19.452 0.0799
H 16.318 17.066 19.265 0.0941
O 15.984 11.591 23.322 0.1300
C 22.681 15.248 24.724 -0.0765
H 22.031 16.664 21.424 0.1018
C 21.687 16.235 16.616 -0.1471
H 24.491 22.264 18.121 0.0974
H 15.043 19.274 22.480 0.1269
H 18.186 18.518 22.464 0.0545
C 23.835 21.468 21.158 -0.0986
H 18.404 11.462 22.982 0.0910
H 21.423 23.774 20.834 0.1106
H 17.929 17.597 14.992 0.0921
C 18.133 15.492 14.905 -0.0746
H 18.875 14.941 23.749 0.0941
C 14.916 19.218 21.403 -0.1218
O 19.528 15.703 21.299 0.1090
O 19.360 17.411 19.867 0.0023
H 22.393 15.444 26.858 0.1086
H 22.019 16.906 17.413 0.0759
H 26.054 16.474 17.985 0.0689
O 17.585 19.933 14.040 0.1144
C 17.288 22.673 16.069 -0.1309
O 19.024 14.676 25.880 -0.0103
O 23.599 19.009 17.675 -0.5566
O 19.315 10.594 20.004 0.0177
H 17.891 15.581 18.754 0.0717
C 15.677 17.903 19.508 -0.0491
O 23.996 13.568 16.273 0.1110
H 15.551 14.621 20.520 0.1186
H 17.833 20.229 22.669 0.0493
H 19.685 12.932 21.656 0.0968
C 21.926 22.920 21.270 -0.0651
H 19.449 17.113 23.944 0.0393
H 16.320 14.149 24.349 0.0899
C 16.998 14.908 24.736 -0.1654
H 24.988 17.266 19.264 0.0612
H 17.282 14.112 20.403 0.1039
H 18.730 22.302 17.599 0.1186
H 26.360 20.383 17.275 0.0423
C 23.982 22.220 17.156 -0.1678
```